ORCA calculation (wB97M-V/def2-TZVPD) on a structure of composition C4H6N2O in a non-equilibrium geometry.

Results
Energy relative to the best compared isomer or geometry (same formula, charge and spin): 98.1 kcal per mole
Gap between HOMO and LUMO: 8.71 eV
Strongest force on any atom: 0.0751 hartree/bohr
HOMO energy: -8.58 eV

The geometry in ORCA input format:
```
! RIJCOSX wB97M-V def2-TZVPD def2/J DEFGRID3
* xyz 0 1
C 1.08 -0.58 -1.96
O 0.98 -1.22 -0.68
C 0.11 -0.59 0.18
N -1.09 -1.08 0.07
N -1.84 0.18 1.29
C -0.78 0.89 1.64
C 0.39 0.48 1.04
H 2.14 -0.38 -2.14
H 0.69 -1.24 -2.74
H 0.51 0.35 -1.97
H -2.71 0.53 1.74
H -0.84 1.75 2.31
H 1.37 0.90 1.20
*
```

ORCA calculation (wB97M-V/def2-TZVPD) on an isolated molecule of C3H6O2.

Results
Energy relative to the best compared isomer or geometry (same formula, charge and spin): 78.9 kcal per mole
Gap between HOMO and LUMO: 8.77 eV
Strongest force on any atom: 0.0072 hartree/bohr
HOMO energy: -9.08 eV

The geometry in ORCA input format:
```
! RIJCOSX wB97M-V def2-TZVPD def2/J DEFGRID3
* xyz 0 1
C -0.71 -0.13 1.11
C 0.54 -0.19 0.24
O 0.64 -1.30 -0.58
C 0.56 0.69 -0.96
O -0.27 0.41 -1.90
H -0.69 -0.98 1.79
H -0.76 0.80 1.70
H -1.61 -0.21 0.50
H 1.43 0.00 0.85
H -0.40 -0.59 -1.59
H 1.27 1.49 -1.17
*
```